{"formula": "C2Cl3F3S", "method": "ωB97M-V/def2-TZVPD", "elements": ["F", "C", "Cl", "Cl", "C", "F", "F", "S", "Cl"], "coordinates": [[-1.85, -0.71, 0.22], [-1.06, 0.27, -0.01], [-1.14, 1.02, -1.63], [-1.37, 1.39, 1.35], [0.43, -0.14, 0.13], [0.85, -0.78, -1.03], [0.54, -0.96, 1.13], [1.49, 1.30, 0.21], [3.27, 0.48, -0.35]], "gap_ev": 9.48, "total_charge": 0, "molar_mass_da": 219.44, "e_lumo_ev": -0.345, "multiplicity": 1, "homo_energy_ev": -9.828, "relative_energy_kj_mol": 0.0, "total_energy_ev": -58628.1582}


{"formula": "C23H20N2O3", "method": "ωB97M-V/def2-TZVPD", "elements": ["C", "C", "C", "C", "C", "C", "O", "C", "C", "C", "C", "N", "O", "O", "C", "C", "C", "C", "N", "C", "C", "C", "C", "C", "C", "C", "C", "C", "H", "H", "H", "H", "H", "H", "H", "H", "H", "H", "H", "H", "H", "H", "H", "H", "H", "H", "H", "H"], "coordinates": [[8.91, -1.11, -2.78], [7.76, -0.17, -2.46], [7.34, 0.79, -3.39], [6.29, 1.64, -3.03], [5.68, 1.62, -1.79], [4.45, 2.56, -1.46], [4.05, 2.00, -0.15], [3.10, 1.02, 0.14], [2.56, 1.14, 1.45], [1.93, 0.04, 2.00], [1.74, -1.13, 1.24], [1.19, -2.27, 1.77], [1.02, -3.32, 1.12], [0.88, -2.21, 2.97], [2.12, -1.17, -0.09], [2.80, -0.09, -0.69], [4.79, 4.01, -1.78], [3.79, 4.97, -2.01], [4.31, 6.15, -2.45], [3.54, 7.34, -2.76], [5.69, 6.04, -2.60], [6.53, 6.97, -3.16], [7.89, 6.62, -3.22], [8.32, 5.35, -2.79], [7.41, 4.40, -2.28], [6.04, 4.69, -2.22], [6.15, 0.65, -0.88], [7.15, -0.24, -1.20], [9.01, -1.87, -2.00], [8.73, -1.59, -3.75], [9.84, -0.54, -2.86], [7.81, 0.85, -4.38], [6.00, 2.40, -3.74], [3.55, 2.32, -2.16], [2.77, 2.02, 1.99], [1.62, 0.05, 3.01], [1.90, -2.04, -0.67], [3.05, -0.07, -1.75], [2.73, 4.89, -1.78], [4.23, 8.16, -3.03], [2.84, 7.21, -3.61], [2.93, 7.67, -1.90], [6.17, 7.91, -3.53], [8.64, 7.34, -3.58], [9.37, 5.06, -2.88], [7.73, 3.41, -1.97], [5.73, 0.62, 0.12], [7.42, -1.01, -0.48]], "gap_ev": 7.57, "total_charge": 0, "molar_mass_da": 372.42, "e_lumo_ev": -0.582, "multiplicity": 1, "homo_energy_ev": -8.153, "relative_energy_kj_mol": 486.7, "total_energy_ev": -33294.1299}